C6H11FO5 | ωB97M-V with the def2-TZVPD basis set

Summary:
HOMO-LUMO gap in eV: 9.24
Electronic energy in eV: -19350.9313
E_HOMO in hartree: -0.349
LUMO level in eV: -0.262
Multiplicity: 1
Structure (SMILES): OC[C@H]1O[C@H](O)[C@@H](F)[C@H](O)[C@H]1O

Last columns: bonded neighbours and bond lengths (Å).
Element x y z (Å)
1 O -3.126 -0.058 -0.473  C2 1.398, H13 1.008
2 C -2.361 -0.923 0.316  O1 1.398, C3 1.594, H14 1.107, H15 0.990
3 C -0.812 -0.550 0.294  C2 1.594, O4 1.458, C11 1.483, H16 1.136
4 O -0.269 -1.111 -0.938  C3 1.458, C5 1.505
5 C 1.186 -0.751 -1.074  O4 1.505, O6 1.424, C7 1.317, H17 1.120
6 O 1.908 -1.425 -0.049  C5 1.424, H18 1.211
7 C 1.451 0.511 -0.810  C5 1.317, F8 1.355, C9 1.592, H19 1.157
8 F 0.840 1.385 -1.645  C7 1.355
9 C 1.060 0.994 0.656  C7 1.592, O10 1.446, C11 1.503, H20 1.090
10 O 1.649 0.276 1.764  C9 1.446, H21 0.993
11 C -0.435 0.844 0.632  C3 1.483, C9 1.503, O12 1.304, H22 1.128
12 O -0.998 1.817 -0.029  C11 1.304, H23 1.043
13 H -2.715 0.859 -0.399  O1 1.008
14 H -2.546 -0.693 1.383  C2 1.107
15 H -2.658 -1.844 0.104  C2 0.990
16 H -0.186 -1.127 1.046  C3 1.136
17 H 1.270 -0.959 -2.172  C5 1.120
18 H 2.149 -2.546 -0.438  O6 1.211
19 H 2.569 0.735 -1.009  C7 1.157
20 H 1.297 2.056 0.724  C9 1.090
21 H 2.009 -0.546 1.340  O10 0.993
22 H -0.702 0.959 1.722  C11 1.128
23 H -0.581 2.096 -0.943  O12 1.043

Okay, here come the Mulliken numbers, in e, for every atom:
1 O -0.59
2 C -0.82
3 C 0.06
4 O -0.41
5 C -0.19
6 O -0.67
7 C 0.23
8 F -0.38
9 C -0.45
10 O -0.61
11 C 0.12
12 O -0.68
13 H 0.43
14 H 0.31
15 H 0.55
16 H 0.35
17 H 0.37
18 H 0.41
19 H 0.27
20 H 0.40
21 H 0.45
22 H 0.42
23 H 0.42

=====

C6H11IS2 | ωB97M-V with the def2-TZVPD basis set

Summary:
HOMO-LUMO gap in eV: 7.64
Electronic energy in eV: -36169.7008
E_HOMO in hartree: -0.295
LUMO level in eV: -0.387
Multiplicity: 1

Last columns: bonded neighbours and bond lengths (Å).
Element x y z (Å)
1 C 1.733 0.033 0.639  C2 1.499, S7 1.810, H10 1.056, H11 1.047
2 C 0.614 -0.777 0.058  C1 1.499, C3 1.557, C5 1.562, H12 1.094
3 C -0.711 0.033 0.168  C2 1.557, C4 1.566, C6 1.576, H13 1.131
4 C -0.333 1.466 0.674  C3 1.566, S7 1.702, H14 1.026
5 C 0.881 -1.157 -1.434  C2 1.562, H15 1.118, H16 1.065, H17 1.054
6 C -1.577 -0.673 1.279  C3 1.576, H18 1.120, H19 1.120, H20 1.184
7 S 1.193 1.574 1.418  C1 1.810, C4 1.702
8 S -0.073 2.743 -1.441  I9 2.421
9 I -2.169 2.418 -2.609  S8 2.421
10 H 2.163 -0.490 1.450  C1 1.056
11 H 2.450 0.316 -0.070  C1 1.047
12 H 0.719 -1.752 0.541  C2 1.094
13 H -1.280 0.005 -0.809  C3 1.131
14 H -1.046 2.191 0.809  C4 1.026
15 H 0.680 -0.244 -2.045  C5 1.118
16 H 0.088 -1.738 -1.846  C5 1.065
17 H 1.802 -1.648 -1.582  C5 1.054
18 H -0.788 -0.944 2.026  C6 1.120
19 H -2.199 -1.505 0.861  C6 1.120
20 H -2.145 0.150 1.913  C6 1.184

Okay, here come the Mulliken numbers, in e, for every atom:
1 C -0.76
2 C 0.28
3 C 0.50
4 C -0.84
5 C -1.78
6 C -1.29
7 S -0.08
8 S -0.28
9 I -0.03
10 H 0.42
11 H 0.47
12 H 0.32
13 H 0.19
14 H 0.65
15 H 0.35
16 H 0.45
17 H 0.46
18 H 0.34
19 H 0.33
20 H 0.30

=====

C6H11N | ωB97M-V with the def2-TZVPD basis set

Summary:
HOMO-LUMO gap in eV: 12.23
Electronic energy in eV: -7890.3570
E_HOMO in hartree: -0.415
LUMO level in eV: 0.930
Multiplicity: 1
Structure (SMILES): CCC[C@@H](C)C#N

Last columns: bonded neighbours and bond lengths (Å).
Element x y z (Å)
1 C 0.016 2.639 -0.282  C2 1.522, H8 1.095, H9 1.095, H10 1.096
2 C 0.382 1.187 -0.557  C1 1.522, C3 1.538, H11 1.096, H12 1.098
3 C -0.560 0.152 0.081  C2 1.538, C4 1.542, H13 1.098, H14 1.098
4 C 0.195 -1.148 0.421  C3 1.542, C5 1.532, C6 1.474, H15 1.099
5 C -0.698 -2.328 0.816  C4 1.532, H16 1.095, H17 1.094, H18 1.095
6 C 1.006 -1.483 -0.764  C4 1.474, N7 1.157
7 N 1.593 -1.633 -1.750  C6 1.157
8 H 0.780 3.306 -0.697  C1 1.095
9 H -0.946 2.908 -0.729  C1 1.095
10 H -0.043 2.827 0.796  C1 1.096
11 H 0.426 1.008 -1.637  C2 1.096
12 H 1.403 1.008 -0.194  C2 1.098
13 H -1.014 0.546 1.000  C3 1.098
14 H -1.385 -0.089 -0.602  C3 1.098
15 H 0.890 -0.932 1.245  C4 1.099
16 H -1.317 -2.069 1.681  C5 1.095
17 H -1.358 -2.605 -0.012  C5 1.094
18 H -0.094 -3.202 1.077  C5 1.095

Okay, here come the Mulliken numbers, in e, for every atom:
1 C -1.38
2 C -0.42
3 C -0.71
4 C 0.58
5 C -1.54
6 C 0.23
7 N -0.49
8 H 0.36
9 H 0.33
10 H 0.35
11 H 0.36
12 H 0.34
13 H 0.37
14 H 0.29
15 H 0.22
16 H 0.39
17 H 0.34
18 H 0.39

=====

C6H11N | ωB97M-V with the def2-TZVPD basis set

Summary:
HOMO-LUMO gap in eV: 8.48
Electronic energy in eV: -7887.7987
E_HOMO in hartree: -0.272
LUMO level in eV: 1.087
Multiplicity: 1
Structure (SMILES): C/C=C/C=C/NC

Last columns: bonded neighbours and bond lengths (Å).
Element x y z (Å)
1 C -0.814 -2.888 -0.852  C2 1.501, H8 1.089, H9 1.091, H10 1.094
2 C -0.333 -2.186 0.384  C1 1.501, C3 1.338, H11 1.091
3 C -0.829 -1.063 0.916  C2 1.338, C4 1.472, H12 1.096
4 C -0.137 0.199 1.225  C3 1.472, C5 1.353, H13 1.089
5 C 0.552 0.823 0.242  C4 1.353, N6 1.373, H14 1.087
6 N 0.684 2.177 0.056  C5 1.373, C7 1.470, H15 1.006
7 C 0.855 2.666 -1.320  N6 1.470, H16 1.088, H17 1.089, H18 1.089
8 H -1.669 -2.377 -1.292  C1 1.089
9 H -0.016 -2.872 -1.595  C1 1.091
10 H -1.063 -3.942 -0.694  C1 1.094
11 H 0.645 -2.529 0.723  C2 1.091
12 H -1.910 -0.921 0.805  C3 1.096
13 H -0.172 0.685 2.198  C4 1.089
14 H 0.966 0.147 -0.501  C5 1.087
15 H 0.002 2.718 0.562  N6 1.006
16 H -0.045 3.183 -1.645  C7 1.088
17 H 1.049 1.812 -1.967  C7 1.089
18 H 1.747 3.287 -1.379  C7 1.089

Okay, here come the Mulliken numbers, in e, for every atom:
1 C -1.06
2 C -0.08
3 C -0.32
4 C -0.72
5 C 0.02
6 N -0.34
7 C -0.75
8 H 0.33
9 H 0.26
10 H 0.33
11 H 0.35
12 H 0.23
13 H 0.34
14 H 0.30
15 H 0.28
16 H 0.27
17 H 0.30
18 H 0.24

=====

C6H11N | ωB97M-V with the def2-TZVPD basis set

Summary:
HOMO-LUMO gap in eV: 8.29
Electronic energy in eV: -7887.5374
E_HOMO in hartree: -0.269
LUMO level in eV: 0.976
Multiplicity: 1
Structure (SMILES): C=C/C(=C\N)CC

Last columns: bonded neighbours and bond lengths (Å).
Element x y z (Å)
1 C 1.900 -1.099 1.225  C2 1.339, H8 1.087, H9 1.087
2 C 0.571 -0.951 1.171  C1 1.339, C3 1.489, H10 1.093
3 C 0.021 -0.009 0.156  C2 1.489, C4 1.369, C6 1.514
4 C -0.097 -0.380 -1.156  C3 1.369, N5 1.419, H11 1.088
5 N -0.877 -1.501 -1.541  C4 1.419, H12 1.018, H13 1.015
6 C -0.619 1.255 0.688  C3 1.514, C7 1.537, H14 1.094, H15 1.101
7 C -0.690 2.406 -0.329  C6 1.537, H16 1.088, H17 1.089, H18 1.085
8 H 2.363 -1.894 1.805  C1 1.087
9 H 2.452 -0.858 0.320  C1 1.087
10 H -0.031 -1.058 2.077  C2 1.093
11 H 0.097 0.342 -1.945  C4 1.088
12 H -0.404 -1.948 -2.324  N5 1.018
13 H -1.000 -2.094 -0.727  N5 1.015
14 H -0.182 1.464 1.668  C6 1.094
15 H -1.654 0.998 0.964  C6 1.101
16 H 0.281 2.473 -0.816  C7 1.088
17 H -1.403 2.095 -1.090  C7 1.089
18 H -1.058 3.296 0.172  C7 1.085

Okay, here come the Mulliken numbers, in e, for every atom:
1 C -0.72
2 C -0.49
3 C 0.12
4 C -0.22
5 N -0.45
6 C -0.58
7 C -1.30
8 H 0.33
9 H 0.28
10 H 0.35
11 H 0.36
12 H 0.24
13 H 0.30
14 H 0.45
15 H 0.30
16 H 0.34
17 H 0.33
18 H 0.37

=====

C6H11N | ωB97M-V with the def2-TZVPD basis set

Summary:
HOMO-LUMO gap in eV: 8.10
Electronic energy in eV: -7887.6219
E_HOMO in hartree: -0.284
LUMO level in eV: 0.364
Multiplicity: 1
Structure (SMILES): C=C/C(N)=C/CC

Last columns: bonded neighbours and bond lengths (Å).
Element x y z (Å)
1 C -1.650 2.114 1.383  C2 1.352, H8 1.128, H9 1.076
2 C -1.525 0.775 1.241  C1 1.352, C3 1.459, H10 1.108
3 C -0.663 -0.021 0.374  C2 1.459, N4 1.449, C5 1.363
4 N -0.853 -1.451 0.498  C3 1.449, H11 1.039, H12 1.011
5 C 0.098 0.431 -0.663  C3 1.363, C6 1.500, H13 1.102
6 C 1.041 -0.428 -1.451  C5 1.500, C7 1.556, H14 1.106, H15 1.092
7 C 2.314 -0.846 -0.661  C6 1.556, H16 1.093, H17 1.095, H18 1.081
8 H -2.733 2.426 1.424  C1 1.128
9 H -0.996 2.968 1.339  C1 1.076
10 H -2.081 0.181 1.993  C2 1.108
11 H -1.078 -1.786 -0.459  N4 1.039
12 H -1.624 -1.610 1.131  N4 1.011
13 H 0.243 1.519 -0.564  C5 1.102
14 H 0.582 -1.429 -1.552  C6 1.106
15 H 1.057 -0.086 -2.488  C6 1.092
16 H 2.843 0.004 -0.222  C7 1.093
17 H 2.087 -1.557 0.141  C7 1.095
18 H 2.940 -1.206 -1.465  C7 1.081

Okay, here come the Mulliken numbers, in e, for every atom:
1 C -0.81
2 C -0.44
3 C 0.84
4 N -0.61
5 C -0.40
6 C -0.49
7 C -1.07
8 H 0.19
9 H 0.34
10 H 0.17
11 H 0.22
12 H 0.25
13 H 0.28
14 H 0.15
15 H 0.41
16 H 0.30
17 H 0.32
18 H 0.34

=====

Short version: ΔE to the lowest compared entry with this formula, charge and spin = 4.002; 0.291; 0.174; 2.733; 2.994; 2.909 eV, in the order given.